ORCA calculation (ωB97M-V/def2-TZVPD) on a structure of composition C4H6Cl8 at a distorted geometry.

```
18
Properties=species:S:1:pos:R:3
Cl 2.193 0.968 3.318
C 2.207 0.790 1.541
C 2.722 -0.706 1.270
Cl 2.466 -1.112 -0.475
H 2.890 1.502 1.078
H 1.171 0.910 1.225
H 2.133 -1.450 1.808
H 3.775 -0.946 1.413
C -0.868 1.956 -1.072
Cl -2.347 2.793 -0.902
Cl -1.238 0.344 -1.728
Cl 0.011 1.922 0.543
H -0.263 2.418 -1.852
C -2.896 -1.850 -1.284
Cl -2.790 -1.661 0.475
Cl -4.339 -0.978 -2.005
Cl -2.802 -3.617 -1.741
H -2.025 -1.282 -1.610
```

Summary:
E_tot, a.u.: -3837.456897
LUMO energy, eV: 0.13
Kohn-Sham gap, eV: 10.53
Charge: 0
Energy above the lowest of the compared OMol25 structures with the same formula, charge and spin, kcal/mol: 54.5